# 1
98
Properties=species:S:1:pos:R:3:forces:R:3 method="wB97M-V/def2-TZVPD" total_charge=+1 e_lumo_ev="-1.74 / -6.22" spin_multiplicity=5
Pd -1.845 1.034 0.263 -0.2 0.7 3.1
S -2.883 5.274 -0.691 -0.5 0.4 -0.1
S -2.558 0.064 -2.021 -1.2 -1.8 -1.7
P 0.863 -0.187 -3.584 0.2 -0.3 -0.7
P 0.587 0.885 -0.649 2.4 0.1 -0.7
O -1.148 -0.395 -1.856 -0.4 0.2 0.7
O -2.632 1.520 -1.917 0.0 0.6 0.2
O -3.420 -0.612 -1.078 -0.3 0.0 -0.5
N -3.546 -2.405 3.140 -0.1 -0.4 0.4
N -0.656 0.663 2.213 -0.2 -0.2 -0.9
N -0.644 1.515 3.235 0.2 0.0 0.5
N -1.189 3.139 -0.232 -0.6 0.1 -0.2
N -3.003 -0.581 1.608 0.1 0.0 -0.6
N -3.073 2.320 1.686 0.3 -0.6 -1.0
N -2.604 2.963 2.749 -0.2 0.2 0.4
C -2.016 -3.270 4.844 -0.1 0.0 -0.1
C -3.071 -0.370 -3.703 0.3 0.3 0.7
C -3.262 -1.466 2.304 0.2 0.9 -0.6
C 2.529 3.148 2.147 0.0 0.1 0.1
C -3.633 -4.790 3.648 0.2 0.1 -0.2
C 1.510 2.226 0.171 -0.4 -0.3 0.2
C 3.439 -3.264 -2.778 0.2 -0.1 -0.1
C -4.111 -3.678 2.711 -0.5 -0.5 -0.2
C 2.538 2.399 -6.345 0.0 0.1 -0.3
C 0.215 -0.382 3.973 0.0 0.1 -0.1
C 3.596 -0.505 -2.998 0.1 -0.3 0.0
C 2.178 4.540 0.228 0.0 0.1 -0.1
C 3.045 1.507 -7.277 0.0 0.1 0.0
C -3.602 3.640 3.327 -0.2 -0.1 -0.1
C 2.849 -0.577 0.052 0.1 0.2 0.1
C -3.154 -2.289 4.534 0.3 0.0 0.6
C 2.620 4.385 1.531 0.0 -0.1 0.0
C 2.293 -2.524 -3.012 0.0 0.2 -0.1
C -4.370 2.581 1.564 -0.1 0.1 0.1
C -0.117 0.919 4.307 0.0 -0.3 0.0
C 2.365 -1.143 -3.119 0.0 0.3 -0.1
C 1.600 3.478 -0.440 0.1 -0.1 0.0
C 0.973 1.249 -2.414 -0.4 -0.2 0.1
C -1.962 4.009 -0.421 0.8 -0.2 0.1
C 2.900 -2.939 0.466 -0.2 0.1 0.1
C 0.843 -1.879 -0.187 -0.1 0.1 -0.1
C 1.490 -0.647 -0.244 -0.5 0.1 0.4
C -4.759 3.426 2.600 0.1 0.0 -0.2
C 1.636 0.574 -5.069 -0.1 0.2 0.2
C 1.552 -3.019 0.154 -0.1 0.0 0.1
C -2.170 -4.553 4.014 -0.1 -0.1 0.1
C 1.817 1.940 -5.256 0.1 -0.2 0.0
C 2.831 0.145 -7.118 -0.1 0.0 -0.1
C 3.546 -1.716 0.411 0.0 0.0 0.0
C 4.661 -2.626 -2.651 0.0 -0.1 -0.1
C 2.118 -0.316 -6.029 0.0 0.1 0.1
C 4.736 -1.246 -2.758 0.1 0.2 0.0
C 1.981 2.074 1.473 0.1 -0.1 0.0
C -0.160 -0.498 2.639 0.1 0.0 0.3
B -1.122 2.971 3.152 0.2 0.1 -0.5
H 2.708 3.459 -6.461 0.0 0.1 -0.1
H 1.422 2.657 -4.552 0.0 0.1 0.1
H -1.059 -2.803 4.612 0.0 0.0 0.1
H -0.033 1.435 5.241 0.0 0.2 0.2
H 4.599 -1.650 0.639 0.1 0.0 0.0
H 2.862 3.026 3.166 0.1 0.0 0.1
H 1.206 3.619 -1.436 0.0 0.1 -0.1
H 3.222 -0.557 -7.841 0.0 0.0 -0.1
H -3.743 -5.748 3.140 -0.1 0.0 0.0
H -0.210 -1.930 -0.430 0.0 -0.1 0.0
H -3.712 0.434 -4.051 -0.1 0.1 0.0
H 3.599 1.873 -8.129 0.1 0.0 0.0
H -2.840 -1.261 4.730 -0.1 -0.1 0.0
H 3.028 5.232 2.060 0.1 0.1 0.1
H -2.033 -3.499 5.909 0.0 0.0 0.0
H 1.943 1.105 1.952 -0.1 0.0 0.1
H -3.782 -3.876 1.687 0.0 0.0 0.1
H 0.218 1.970 -2.742 0.1 0.1 -0.1
H 3.440 -3.826 0.759 0.1 -0.1 0.0
H -0.097 -1.354 1.999 0.0 -0.1 -0.1
H -2.197 -0.464 -4.334 0.2 0.0 0.0
H 0.668 -1.119 4.603 0.1 -0.2 0.1
H 3.383 -4.340 -2.700 0.0 -0.1 0.0
H 2.278 5.499 -0.260 -0.1 0.1 -0.1
H 5.690 -0.748 -2.662 0.1 0.0 0.0
H -5.734 3.820 2.785 -0.3 0.1 0.1
H 3.370 0.368 0.002 0.0 0.0 0.0
H -4.948 2.168 0.758 0.0 -0.1 -0.1
H -1.587 -4.474 3.093 0.0 0.0 0.0
H 1.973 1.693 -2.459 -0.2 0.1 0.1
H -4.031 -2.509 5.152 0.1 0.1 -0.1
H -4.243 -4.823 4.553 0.0 0.0 0.0
H -5.207 -3.615 2.709 0.1 0.0 0.0
H -1.003 3.474 4.219 0.0 0.1 0.3
H 1.050 -3.974 0.183 -0.1 -0.1 0.0
H -3.618 -1.300 -3.660 -0.1 -0.2 0.1
H -1.784 -5.405 4.570 0.1 0.0 0.0
H 3.675 0.567 -3.110 0.0 0.1 -0.1
H 1.335 -3.012 -3.120 -0.1 -0.1 0.0
H -3.435 4.225 4.206 0.1 0.1 0.2
H 5.557 -3.202 -2.479 0.1 -0.1 0.0
H 1.957 -1.377 -5.896 0.1 -0.1 0.0
H -0.489 3.528 2.302 0.2 0.2 -0.3

***

# 2
94
Properties=species:S:1:pos:R:3:forces:R:3 method="wB97M-V/def2-TZVPD" total_charge=+1 e_lumo_ev=-2.17 spin_multiplicity=1
Cd 0.384 0.258 -1.789 0.0 0.0 0.1
S -4.000 0.986 -3.169 0.0 0.0 0.0
P -0.865 0.994 0.401 0.0 0.0 0.1
P -0.613 -2.107 -1.516 0.0 0.0 0.0
O 4.701 0.413 -1.287 0.0 0.0 0.0
O 2.536 0.052 -0.919 0.0 0.0 0.0
N 3.543 2.168 0.802 0.0 0.0 0.0
N 5.737 1.566 0.988 0.0 0.0 0.0
N -1.209 1.094 -3.111 0.0 0.1 0.0
N -2.169 -1.459 0.747 0.0 0.0 0.0
N 5.093 3.752 1.451 0.0 0.0 0.0
N 1.774 1.730 -2.960 0.0 0.0 0.0
C 3.720 3.047 -2.085 0.0 0.0 0.0
C 1.869 -3.301 -1.372 0.0 0.0 0.0
C -3.101 4.351 -0.193 0.0 0.0 0.0
C -2.574 -1.697 2.082 0.0 0.0 0.0
C 2.521 3.067 0.266 0.0 0.0 0.0
C -0.952 3.604 1.397 0.0 0.0 0.0
C 0.997 -0.086 2.137 0.0 0.0 0.0
C 2.306 -5.631 -1.768 0.0 0.0 0.0
C -1.549 2.667 0.551 0.0 0.0 0.0
C -4.298 -2.994 -4.074 0.0 0.0 0.0
C -1.433 4.902 1.447 0.0 0.0 0.0
C -3.759 -1.134 2.570 0.0 0.0 0.0
C -2.350 -0.133 0.193 0.0 0.0 0.0
C 0.071 -4.780 -2.013 0.0 0.0 0.0
C 3.503 0.604 -1.532 0.0 0.0 0.0
C -2.070 -2.135 -3.843 0.0 0.0 0.0
C 1.481 -0.486 3.377 0.0 0.0 0.0
C -0.457 0.470 4.438 0.0 0.0 0.0
C -4.318 -3.323 -2.726 0.0 0.0 0.0
C -3.211 -3.065 -1.931 0.0 0.0 0.0
C 0.966 -5.837 -2.068 0.0 0.0 0.0
C 0.521 -3.510 -1.663 0.0 0.0 0.0
C 2.906 3.805 -1.024 0.0 0.0 0.0
C -4.159 -1.355 3.876 0.0 0.0 0.0
C -0.943 0.867 3.204 0.0 0.0 0.0
C -0.219 0.586 2.044 0.0 0.0 0.0
C 0.753 -0.208 4.523 0.0 0.0 0.0
C -2.386 1.058 -3.145 -0.1 -0.1 -0.1
C -3.174 -2.403 -4.634 0.0 0.0 0.0
C -2.080 -2.471 -2.491 0.0 0.0 0.0
C -2.508 5.278 0.650 0.0 0.0 0.0
C -2.625 3.048 -0.247 0.0 0.0 0.0
C 2.757 -4.366 -1.420 0.0 0.0 0.0
C 4.797 2.500 1.081 0.0 0.0 0.0
C -2.252 -2.745 4.236 0.0 0.0 0.0
C -3.406 -2.157 4.724 0.0 0.0 0.0
C -1.093 -2.293 0.254 0.0 0.0 0.0
C -1.833 -2.520 2.931 0.0 0.0 0.0
C 3.195 1.689 -2.583 0.0 0.0 0.0
H 1.660 2.423 0.094 0.0 0.0 0.0
H -5.081 -0.910 4.227 0.0 0.0 0.0
H 3.376 1.182 0.634 0.0 0.0 0.0
H 1.349 2.628 -2.757 0.0 0.0 0.0
H -1.657 -3.384 4.875 0.0 0.0 0.0
H 1.559 -0.311 1.234 0.0 0.0 0.0
H 0.618 -6.822 -2.347 0.0 0.0 0.0
H 3.790 1.415 -3.455 0.0 0.0 0.0
H 2.226 -2.309 -1.114 0.0 0.0 0.0
H 3.483 4.699 -0.779 0.0 0.0 0.0
H -4.388 -0.541 1.921 0.0 0.0 0.0
H 4.735 2.871 -1.725 0.0 0.0 0.0
H -2.885 6.291 0.692 0.0 0.0 0.0
H -3.940 4.634 -0.815 0.0 0.0 0.0
H 2.422 -1.018 3.444 0.0 0.0 0.0
H -3.167 -2.129 -5.680 0.0 0.0 0.0
H 5.569 0.828 0.295 0.0 0.0 0.0
H -3.243 -3.312 -0.878 0.0 0.0 0.0
H -3.727 -2.334 5.742 0.0 0.0 0.0
H -0.143 -2.140 0.789 0.0 0.0 0.0
H -1.891 1.387 3.139 0.0 0.0 0.0
H 2.209 3.789 1.024 0.0 0.0 0.0
H 1.126 -0.525 5.489 0.0 0.0 0.0
H -0.132 3.308 2.041 0.0 0.0 0.0
H -3.203 0.351 0.657 0.0 0.0 0.0
H -0.979 5.620 2.117 0.0 0.0 0.0
H 1.630 1.580 -3.951 0.0 0.0 0.0
H 3.002 -6.458 -1.814 0.0 0.0 0.0
H -0.973 -4.939 -2.256 0.0 0.0 0.0
H -0.912 -2.978 2.599 0.0 0.0 0.0
H -1.029 0.675 5.333 0.0 0.0 0.0
H -1.358 -3.344 0.404 0.0 0.0 0.0
H -5.168 -3.187 -4.688 0.0 0.0 0.0
H 3.815 3.716 -2.943 0.0 0.0 0.0
H 3.803 -4.204 -1.195 0.0 0.0 0.0
H 4.367 4.374 1.760 0.0 0.0 0.0
H -3.102 2.346 -0.923 0.0 0.0 0.0
H 6.674 1.749 1.303 0.0 0.0 0.0
H 1.970 4.187 -1.443 0.0 0.0 0.0
H -2.574 -0.188 -0.877 0.0 0.0 0.0
H -5.197 -3.776 -2.289 0.0 0.0 0.0
H -1.205 -1.645 -4.275 0.0 0.0 0.0
H 6.047 4.039 1.579 0.0 0.0 0.0

***

Relative energy (zero: lowest compared OMol25 entry of this formula, charge and spin) list, top to bottom, in kJ/mol: 160.4; 0.0